The following is a DFT calculation (ωB97M-V/def2-TZVPD) of one molecule with the formula C6H4N4OS at a distorted geometry.

Geometry as XYZ:
```
16
Properties=species:S:1:pos:R:3:forces:R:3
C -0.048 -1.986 -1.070 -0.34 -0.24 -0.04
C -1.263 0.350 -1.916 1.33 -0.32 0.26
C 0.203 -0.829 -0.339 0.16 2.36 1.40
C -0.424 0.401 -0.732 -0.48 -0.42 -0.98
C 0.928 -0.875 0.850 1.77 1.54 1.52
C -0.309 1.715 -0.112 0.01 -0.97 0.91
N -0.359 -2.929 -1.634 -0.03 -1.14 -0.60
N -1.690 0.253 -2.979 -0.48 -0.05 -0.22
N 1.459 -2.020 1.351 1.61 2.72 3.18
N 0.602 2.009 0.716 0.93 1.12 0.83
O -2.405 3.313 0.509 -0.39 2.63 2.64
S -1.926 2.309 -0.371 -0.38 -1.94 -2.96
H 1.401 -2.859 0.845 -0.07 -1.27 -0.54
H 2.108 -1.969 2.262 -2.21 -0.27 -3.18
H 1.201 0.200 1.412 -1.05 -3.06 -1.62
H 0.521 2.919 1.208 -0.38 -0.69 -0.59
```
Forces are in eV/Å.

Computed properties:
HOMO-LUMO gap (spin up / spin down)   6.4 / 7.0 eV
Total charge   0
E_HOMO (spin up / spin down)   -8.19 / -8.96 eV

Atomic partial charges in e from the natural (NBO) method, atoms 1 to 6: C 0.256; C 0.193; C -0.313; C -0.070; C 0.152; C -0.044

---

The following is a DFT calculation (ωB97M-V/def2-TZVPD) of CH12Ba3O9 as an isolated structure at a distorted geometry.

Geometry as XYZ:
```
25
Properties=species:S:1:pos:R:3:forces:R:3
Ba 17.103 0.322 -4.638 -0.05 -0.44 1.61
Ba 15.741 -1.723 -8.443 0.01 -1.97 -0.40
Ba 15.665 -4.912 -2.395 0.80 -0.60 -0.67
C 16.657 -3.001 -4.806 0.24 -1.24 1.38
O 16.599 -2.393 -3.654 -0.40 0.79 -0.61
O 16.870 -4.257 -4.769 -0.93 0.12 -0.20
O 16.502 -2.366 -5.917 0.03 1.52 -0.59
O 19.483 -5.391 -5.303 -0.26 0.17 0.14
H 20.222 -5.018 -4.804 -0.04 -0.19 -0.15
H 18.689 -4.912 -5.030 0.34 0.09 -0.01
O 15.202 -0.177 -2.546 0.33 -0.39 -0.32
H 15.427 -1.113 -2.700 -0.06 0.20 0.09
H 15.093 -0.098 -1.585 -0.16 0.36 -0.23
O 17.912 -3.751 -8.219 -1.05 0.76 0.08
H 17.783 -4.699 -8.040 0.23 0.14 -0.24
H 17.909 -3.337 -7.345 0.48 -0.56 0.27
O 14.446 -4.368 -7.604 0.30 0.85 0.40
H 13.603 -4.806 -7.400 0.12 0.06 -0.35
H 14.964 -4.414 -6.786 -0.05 -0.35 -0.18
O 17.117 -7.334 -4.174 -0.29 1.02 0.80
H 17.314 -6.468 -4.557 0.38 -0.41 -0.52
H 17.994 -7.713 -3.993 -0.22 -0.11 -0.11
O 18.174 -0.063 -2.221 -0.17 -0.07 0.06
H 17.945 0.434 -1.416 0.27 0.03 -0.19
H 18.480 -0.926 -1.904 0.15 0.23 -0.06
```
Forces are in eV/Å.

Computed properties:
HOMO-LUMO gap   7.9 eV
Total charge   +4
E_HOMO   -21.15 eV

Atomic partial charges in e from the Löwdin method, atoms 1 to 6: Ba 2.059; Ba 2.024; Ba 2.032; C -0.960; O -0.306; O -0.229

---

The following is a DFT calculation (ωB97M-V/def2-TZVPD) of C33H20N9O9SeW as an isolated structure at a distorted geometry.

Geometry as XYZ:
```
73
Properties=species:S:1:pos:R:3:forces:R:3
W -0.022 -0.322 0.105 -0.61 0.42 -1.38
C 2.844 -3.561 -1.036 0.03 0.00 0.05
C 1.927 -2.390 -0.992 -0.05 0.20 -0.58
N 1.348 -1.957 0.071 0.03 -0.06 0.27
N 1.481 -2.658 1.259 -0.02 0.16 -0.34
C 0.605 -2.211 2.111 0.05 0.00 0.42
O -0.290 -1.308 1.842 0.20 0.03 0.15
C 0.625 -2.724 3.502 -0.06 -0.07 -0.25
C -0.286 -2.216 4.420 -0.01 -0.03 0.10
C -0.254 -2.655 5.736 0.00 0.02 -0.05
C 0.684 -3.598 6.130 0.01 -0.02 0.03
C 1.594 -4.105 5.210 -0.01 0.02 -0.04
C 1.567 -3.668 3.896 0.00 -0.03 0.08
C 1.577 -1.676 -2.244 0.11 -0.19 0.53
C 2.175 -1.948 -3.458 -0.14 0.19 -0.20
C 1.739 -1.249 -4.579 0.13 -0.16 0.11
C 0.738 -0.312 -4.442 -0.16 0.11 0.07
C 0.182 -0.080 -3.189 0.20 -0.32 -0.20
N 0.597 -0.761 -2.125 -0.03 0.05 0.34
H 2.903 -4.045 -0.067 -0.03 0.05 0.02
H 3.839 -3.219 -1.331 0.01 -0.02 0.02
H 2.501 -4.277 -1.785 -0.02 -0.01 0.01
H -1.002 -1.472 4.098 0.00 0.00 -0.01
H -0.955 -2.253 6.455 0.00 0.00 0.00
H 0.714 -3.933 7.159 -0.01 0.00 0.00
H 2.331 -4.834 5.520 0.00 0.00 0.01
H 2.278 -4.040 3.172 0.00 0.01 -0.01
H 2.954 -2.691 -3.532 0.00 -0.01 0.01
H 2.174 -1.455 -5.548 -0.01 0.01 -0.01
H 0.352 0.231 -5.293 0.03 0.01 -0.01
H -0.613 0.628 -3.031 0.00 0.05 0.00
O 1.337 3.840 4.816 0.00 0.01 0.05
C 1.155 2.987 3.992 -0.04 -0.05 -0.12
C 2.008 1.725 3.792 -0.11 0.03 -0.06
O 2.931 1.367 4.479 0.05 0.03 0.01
C 1.430 1.047 2.599 0.16 -0.03 0.10
C 0.307 1.755 2.182 -0.11 -0.07 -0.13
O -0.385 1.328 1.136 0.18 -0.42 0.04
C 0.046 2.959 2.931 0.12 -0.02 0.15
O -0.830 3.789 2.798 -0.03 0.01 -0.02
O 1.831 -0.001 2.032 0.21 0.01 0.06
N -1.145 -2.023 -0.684 -0.05 0.01 0.13
C -1.692 -2.431 -1.635 0.18 -0.06 0.10
N -2.333 -2.916 -2.617 -0.35 0.03 0.08
C -1.776 -3.075 -3.801 0.20 -0.04 -0.10
N -1.348 -3.235 -4.866 0.00 0.00 0.01
O -2.429 2.953 -1.997 -0.01 -0.15 0.10
C -3.579 2.459 -1.502 0.03 0.14 -0.02
C -4.741 3.159 -1.831 -0.09 -0.09 0.08
C -5.961 2.765 -1.319 -0.03 0.06 -0.05
C -6.063 1.674 -0.459 0.04 -0.03 0.01
C -4.919 0.976 -0.133 -0.04 -0.03 -0.03
C -3.681 1.337 -0.664 -0.07 0.01 0.05
C -2.503 0.542 -0.298 0.49 0.02 -0.26
O -2.384 -0.179 0.697 -0.47 0.04 0.07
O -1.465 0.628 -1.091 0.15 0.07 0.36
H -1.651 2.480 -1.633 0.07 -0.05 -0.09
H -4.652 4.022 -2.476 0.01 0.01 0.00
H -6.849 3.325 -1.585 0.00 0.00 0.00
H -7.021 1.381 -0.051 0.00 0.00 0.00
H -4.952 0.124 0.534 0.01 0.00 0.00
Se 3.446 0.425 -0.253 -0.36 -0.11 0.14
N 4.011 1.857 -1.133 -0.17 0.04 -0.12
C 2.922 2.553 -1.512 0.25 0.13 -0.09
C 2.990 3.779 -2.189 -0.01 0.03 -0.01
C 1.815 4.397 -2.563 -0.09 -0.13 0.05
C 0.605 3.767 -2.274 0.11 0.15 -0.08
N 0.501 2.602 -1.635 -0.19 -0.06 0.12
C 1.623 2.014 -1.223 0.12 -0.15 -0.07
N 1.647 0.827 -0.544 0.15 0.24 0.40
H 3.962 4.207 -2.397 0.00 0.00 0.00
H 1.817 5.347 -3.078 0.00 0.01 -0.01
H -0.332 4.224 -2.574 0.00 -0.01 0.01
```
Forces are in eV/Å.

Computed properties:
HOMO-LUMO gap (spin up / spin down)   5.3 / 5.9 eV
Total charge   -1
E_HOMO (spin up / spin down)   -4.22 / -5.17 eV
⟨S²⟩   2.036
Spin multiplicity   3

Atomic partial charges in e from the Löwdin method, atoms 1 to 6: W 1.951; C -0.006; C -0.291; N -0.109; N 0.125; C -0.414

---

The following is a DFT calculation (ωB97M-V/def2-TZVPD) of C41H47B2NO4S2Zr as an isolated structure at a distorted geometry.

Geometry as XYZ:
```
98
Properties=species:S:1:pos:R:3:forces:R:3
Zr 0.702 -1.266 0.284 2.03 -0.21 -1.25
C -2.796 -1.106 4.718 0.10 -0.17 -0.11
C -2.962 -2.359 3.863 -0.16 0.10 0.05
C -4.242 -3.098 4.276 0.14 0.02 0.00
C -2.981 -2.090 2.372 -0.02 -0.09 0.05
C -2.934 -3.176 1.500 -0.08 0.05 -0.12
C -3.033 -2.999 0.131 -0.06 0.05 0.10
C -3.112 -1.725 -0.427 -0.04 -0.07 0.01
C -3.187 -1.576 -1.920 0.05 -0.04 0.14
C -3.127 -0.639 0.437 -0.20 -0.06 0.02
C -3.090 -0.822 1.817 -0.06 0.05 0.07
H -2.677 -1.392 5.763 -0.01 0.04 0.03
H -3.675 -0.463 4.640 0.00 0.05 0.02
H -1.915 -0.535 4.423 0.03 0.06 0.02
H -2.110 -3.017 4.052 0.04 0.00 0.03
H -5.118 -2.483 4.062 -0.03 0.01 0.01
H -4.224 -3.312 5.346 -0.03 -0.02 0.03
H -4.351 -4.040 3.740 -0.03 -0.02 -0.01
H -2.834 -4.178 1.901 -0.04 -0.03 0.03
H -3.084 -3.859 -0.523 0.16 -0.07 -0.03
H -2.286 -2.007 -2.364 0.00 0.02 -0.07
H -3.267 -0.529 -2.212 0.01 0.04 -0.03
H -4.049 -2.119 -2.311 -0.01 0.03 -0.07
H -3.239 0.360 0.035 0.08 0.05 -0.02
H -3.178 0.045 2.458 0.11 0.02 0.02
S 2.294 -3.201 0.893 -0.27 0.41 0.20
C 3.632 -2.939 -0.209 0.14 -0.05 -0.12
C 4.457 -4.030 -0.502 0.02 0.05 0.04
C 5.563 -3.904 -1.321 -0.01 -0.03 0.02
C 5.877 -2.664 -1.861 0.03 0.03 -0.07
C 5.075 -1.571 -1.581 0.04 0.02 -0.03
C 3.948 -1.686 -0.766 -0.09 -0.16 -0.03
S 2.983 -0.244 -0.454 -0.57 -0.10 0.44
H 4.207 -4.983 -0.053 0.02 -0.05 -0.04
H 6.182 -4.767 -1.529 0.01 0.00 -0.01
H 6.747 -2.548 -2.495 0.01 0.02 0.00
H 5.327 -0.596 -1.980 -0.01 0.01 -0.03
C -0.602 -0.199 -4.320 -0.54 0.03 0.10
N 0.836 -0.493 -4.510 0.03 -0.08 -0.05
C 1.595 0.736 -4.820 0.28 0.41 -0.15
C 1.455 -1.181 -3.323 0.01 -0.49 0.50
C 0.713 -2.419 -2.891 -0.07 0.13 0.23
C 0.452 -3.389 -3.861 0.02 0.09 0.13
C -0.196 -4.560 -3.525 -0.03 -0.05 -0.18
C -0.542 -4.771 -2.200 -0.15 -0.13 0.19
C -0.245 -3.821 -1.238 0.12 0.19 -0.05
C 0.364 -2.587 -1.534 -0.22 -0.47 -0.77
H -0.999 0.275 -5.217 0.11 -0.01 -0.03
H -0.729 0.460 -3.466 0.15 0.06 0.06
H -1.135 -1.123 -4.121 0.09 -0.03 -0.05
H 0.912 -1.142 -5.294 0.03 0.08 0.01
H 1.452 1.449 -4.009 -0.06 -0.09 0.05
H 1.250 1.175 -5.754 -0.11 -0.08 0.01
H 2.656 0.511 -4.898 -0.03 -0.13 0.02
H 1.498 -0.480 -2.490 0.00 0.19 -0.24
H 2.480 -1.432 -3.609 0.01 0.15 -0.04
H 0.769 -3.235 -4.890 0.05 -0.07 -0.05
H -0.405 -5.310 -4.277 0.00 -0.01 0.00
H -1.031 -5.696 -1.915 0.01 -0.02 0.02
H -0.470 -4.051 -0.201 -0.06 -0.08 -0.01
C 0.336 7.610 -0.444 -0.05 -0.13 -0.02
C -0.546 6.547 -1.108 -0.08 0.11 -0.01
C -0.421 6.725 -2.629 -0.01 -0.04 0.14
C -2.001 6.786 -0.670 0.12 0.04 -0.07
C -0.184 5.126 -0.687 0.01 0.05 0.01
C 0.580 4.868 0.450 0.02 0.07 -0.02
C 0.819 3.579 0.917 0.02 -0.31 0.09
C 0.273 2.541 0.201 -0.09 0.59 -0.29
O 0.324 1.195 0.416 -0.07 -0.61 0.17
B -0.364 0.543 -0.648 -0.43 1.58 -1.16
O -0.835 1.576 -1.500 -0.25 -0.38 -0.09
C -0.457 2.778 -0.958 0.20 -0.06 0.40
C -0.715 4.051 -1.409 0.01 -0.19 -0.05
H 0.081 8.587 -0.854 0.00 0.05 0.02
H 1.394 7.428 -0.635 0.04 0.00 0.02
H 0.172 7.654 0.632 0.05 -0.01 0.05
H -0.551 7.777 -2.884 -0.04 0.01 -0.05
H -1.175 6.157 -3.173 0.01 -0.03 -0.03
H 0.566 6.409 -2.971 0.02 0.02 -0.04
H -2.308 7.809 -0.894 -0.03 0.02 -0.03
H -2.094 6.622 0.404 -0.05 0.03 0.02
H -2.678 6.099 -1.177 -0.04 0.00 -0.01
H 1.010 5.689 1.005 -0.02 0.03 0.00
H 1.408 3.390 1.802 0.02 0.03 0.03
H -1.322 4.196 -2.292 0.00 0.03 -0.02
O 0.371 -2.219 3.630 -0.63 -0.36 -0.17
B 0.301 -1.398 2.497 0.65 -0.24 2.07
O 0.953 -0.168 2.843 -0.43 0.07 -0.15
C 1.335 -0.262 4.149 -0.01 -0.45 0.40
C 1.932 0.674 4.965 0.00 0.08 -0.21
C 2.195 0.295 6.278 0.02 0.01 0.08
C 1.867 -0.972 6.744 -0.01 -0.01 0.02
C 1.243 -1.906 5.924 -0.08 -0.12 -0.10
C 0.984 -1.525 4.625 0.18 0.58 0.05
H 2.184 1.661 4.602 0.01 -0.01 -0.04
H 2.658 1.003 6.952 0.04 0.01 -0.02
H 2.097 -1.240 7.767 -0.01 0.02 0.03
H 0.967 -2.886 6.287 0.01 -0.03 -0.03
```
Forces are in eV/Å.

Computed properties:
HOMO-LUMO gap   6.6 eV
Total charge   0
E_HOMO   -6.77 eV

Atomic partial charges in e from the Löwdin method, atoms 1 to 6: Zr 1.233; C -0.067; C -0.381; C -0.063; C -0.219; C -0.031